Entry 1:
The following is a DFT calculation (ωB97M-V/def2-TZVPD) of a structure of composition C5H6N.

```
12
Properties=species:S:1:pos:R:3:lowdin_charge:R:1
N -0.52 -0.42 0.59 -0.001
C -0.83 0.95 0.44 -0.162
C 0.90 -0.75 0.32 -0.097
C 1.55 0.47 -0.22 0.103
C -1.46 -0.12 -0.50 0.069
C 0.46 1.18 -0.04 0.242
H 1.26 -0.98 1.28 0.128
H 2.30 0.49 -0.91 0.124
H -0.83 -0.13 -1.39 0.132
H -1.53 1.45 1.16 0.191
H -2.38 -0.54 -0.39 0.107
H 1.08 -1.61 -0.34 0.164
```

## Properties
LUMO energy: -6.72 eV
energy above the lowest of the compared OMol25 structures with the same formula, charge and spin: 6.395 eV
total charge: +1
E_HOMO: -0.55800 Ha
spin multiplicity: 1

Entry 2:
The following is a DFT calculation (ωB97M-V/def2-TZVPD) of a structure of composition H26NeO13.

```
40
Properties=species:S:1:pos:R:3:lowdin_charge:R:1
Ne -0.32 -0.28 -0.15 0.052
O 0.89 -1.86 2.44 -0.047
O -1.77 -1.96 2.95 -0.054
O -2.10 0.19 -3.25 -0.065
O 1.37 -4.06 0.55 -0.039
O -0.28 1.86 3.00 -0.030
O -3.98 1.13 -0.95 -0.050
O 2.48 0.24 1.40 -0.038
O 1.35 3.48 1.02 -0.052
O 0.59 -0.75 -3.15 -0.053
O 2.43 1.00 -2.14 -0.064
O 1.40 -2.92 -1.98 -0.003
O -1.21 2.81 0.14 -0.027
O -2.69 0.56 1.56 -0.055
H 0.85 -1.60 -2.81 -0.024
H 1.56 -3.76 -0.34 -0.013
H 1.75 3.99 0.32 0.044
H 0.58 3.08 0.61 -0.024
H 1.01 -2.61 1.87 0.004
H -0.88 -1.85 2.60 -0.028
H 2.23 -4.28 0.91 0.052
H -1.26 3.14 -0.76 0.066
H 1.40 -1.16 2.02 -0.009
H 2.41 1.82 -2.63 0.028
H 0.16 1.29 3.63 0.051
H -2.00 1.22 1.64 -0.015
H -2.33 -0.22 1.99 0.000
H 1.87 0.72 0.85 0.017
H 2.32 -2.70 -2.13 0.089
H -2.20 -2.55 2.33 0.043
H -2.68 0.35 -2.50 -0.012
H -1.22 0.31 -2.90 -0.016
H 0.42 2.26 2.50 -0.007
H 1.18 -3.52 -2.70 0.091
H -3.40 0.87 -0.23 -0.017
H 2.05 0.35 -2.73 -0.023
H 0.41 -0.90 -4.08 0.068
H 3.24 0.82 1.47 0.057
H -1.76 3.41 0.65 0.075
H -3.87 2.08 -1.02 0.028
```

## Properties
LUMO energy: -0.36 eV
energy above the lowest of the compared OMol25 structures with the same formula, charge and spin: 0.771 eV
total charge: 0
E_HOMO: -0.38998 Ha
spin multiplicity: 1

Entry 3:
The following is a DFT calculation (ωB97M-V/def2-TZVPD) of a cluster of 2 separate species, C2H7N4O in total.

```
14
Properties=species:S:1:pos:R:3:lowdin_charge:R:1
O 0.03 1.50 0.50 0.004
N 0.47 0.06 -0.95 0.081
N -2.44 -0.17 -0.28 0.068
N 2.37 -1.06 0.08 0.304
N -0.25 1.04 -0.68 -0.001
C 1.36 -0.36 0.04 -0.326
C 1.05 0.64 1.12 -0.007
H 0.37 -0.34 -1.91 0.215
H -2.88 0.19 0.57 0.056
H -2.46 -1.19 -0.24 0.047
H -3.09 -0.07 -1.09 0.062
H 2.80 -1.73 -0.68 0.196
H 0.72 0.20 2.00 0.108
H 1.96 1.28 1.51 0.191
```

## Properties
LUMO energy (alpha / beta): -3.38 / -9.22 eV
energy above the lowest of the compared OMol25 structures with the same formula, charge and spin: 3.074 eV
total charge: +1
expectation value of S²: 2.023
E_HOMO (alpha / beta): -0.44607 / -0.50856 Ha
spin multiplicity: 3